65
Properties=species:S:1:pos:R:3:forces:R:3:lowdin_spin:R:1 method="wB97M-V/def2-TZVPD" s2=0.774 homo_energy_ev="-4.9308 / -4.9500" spin_multiplicity=2 total_charge=-1 lumo_ev="2.6 / 2.6"
Fe -0.514438 0.226661 0.201100 -0.21 -0.06 -0.08 0.9682
C 3.590486 1.183475 -0.220296 0.04 -0.10 -0.08 0.0004
C 2.097106 1.201096 -0.348845 0.00 0.36 -0.17 0.0094
N 1.362865 0.535034 0.478508 0.08 -0.13 0.00 -0.0162
N 1.996981 0.118740 1.641879 -0.32 -0.38 0.24 -0.0012
C 1.136853 -0.096138 2.590679 0.08 -0.12 -0.13 -0.0053
S -0.566983 -0.016127 2.464192 0.18 0.15 0.14 -0.0197
S 1.861682 -0.367209 4.207179 -0.12 0.02 -0.08 -0.0022
C 2.694226 1.255523 4.333326 0.10 -0.05 -0.05 -0.0005
C 1.724818 2.399951 4.377349 0.03 -0.02 -0.02 0.0001
C 1.249542 2.894241 5.588312 0.01 0.01 -0.01 0.0000
C 0.314271 3.917364 5.615493 0.00 0.00 -0.01 0.0000
C -0.167854 4.450873 4.426851 0.00 -0.01 0.01 0.0000
C 0.293712 3.958199 3.215474 -0.01 0.02 0.01 0.0001
C 1.239879 2.944826 3.192331 -0.08 0.09 -0.01 0.0002
C 1.437034 2.141675 -1.245531 0.04 0.00 0.17 0.0042
C 2.118104 2.748423 -2.312664 0.00 0.02 -0.06 0.0009
C 1.616683 3.852055 -2.962209 0.06 -0.05 -0.02 0.0050
C 0.416596 4.416004 -2.511341 -0.05 -0.03 0.06 0.0015
C -0.277651 3.849957 -1.471735 -0.01 0.06 -0.08 0.0036
C 0.168837 2.665152 -0.842319 -0.10 -0.06 0.04 0.0020
O -0.591482 2.127894 0.068926 0.11 0.20 0.03 0.0168
H 3.911340 0.246386 0.226757 0.00 0.02 0.00 0.0000
H 3.939478 1.999221 0.415337 -0.04 0.05 0.01 0.0005
H 4.047547 1.299892 -1.200649 0.03 0.03 0.01 0.0000
H 3.357019 1.331570 3.473353 0.03 0.03 0.03 -0.0001
H 3.299952 1.200303 5.238975 -0.04 0.02 0.02 0.0000
H 1.608872 2.463524 6.516615 0.00 0.00 0.00 0.0000
H -0.047881 4.291801 6.565250 0.00 0.00 0.00 0.0000
H -0.911830 5.237413 4.445990 0.00 0.00 0.00 0.0000
H -0.097044 4.338684 2.280364 0.00 0.00 0.00 0.0000
H 1.568319 2.551503 2.238835 0.05 0.02 0.02 0.0001
H 3.060588 2.331060 -2.644012 0.01 0.00 0.02 -0.0001
H 2.152544 4.283802 -3.797303 -0.01 0.01 0.00 0.0003
H 0.018342 5.299385 -2.996892 0.01 0.00 -0.01 0.0000
H -1.223905 4.256909 -1.138380 -0.01 -0.01 0.01 0.0001
O -4.611591 1.378246 0.925588 -0.06 -0.01 0.02 -0.0007
C -4.876348 1.773563 -0.329171 0.00 -0.02 -0.02 -0.0005
C -6.076661 2.453691 -0.553415 0.00 0.00 0.00 0.0001
C -6.411174 2.885283 -1.820540 0.01 0.00 0.00 -0.0007
C -5.556477 2.652003 -2.895736 0.00 0.00 -0.01 0.0001
C -4.367125 1.983888 -2.677246 0.01 0.02 0.01 -0.0007
C -4.005963 1.536454 -1.406166 -0.03 0.00 0.03 -0.0004
C -2.708338 0.855062 -1.193900 0.06 -0.13 -0.02 -0.0038
O -2.473048 0.335693 -0.019676 0.08 0.03 -0.07 -0.0024
N -1.867020 0.791227 -2.189251 -0.05 -0.01 -0.04 0.0030
N -0.731185 0.137259 -1.737494 0.10 -0.14 -0.03 -0.0163
C -0.071430 -0.600356 -2.544888 -0.04 0.07 0.05 0.0121
C 0.903780 -1.542533 -2.042694 -0.02 0.00 0.04 0.0051
C 1.890774 -2.063594 -2.888807 -0.02 0.02 -0.01 0.0010
C 2.742140 -3.061243 -2.472048 0.03 -0.01 -0.03 0.0055
C 2.578745 -3.588426 -1.185072 -0.02 0.01 0.02 0.0018
C 1.597800 -3.119828 -0.343520 0.00 -0.01 0.00 0.0044
C 0.733455 -2.067791 -0.727501 -0.02 0.04 -0.05 0.0024
O -0.179168 -1.659802 0.109986 0.05 0.04 0.07 0.0220
H -3.748880 0.896475 0.893599 0.04 0.02 -0.01 -0.0001
H -6.727267 2.626449 0.294116 0.00 0.00 0.00 0.0000
H -7.347176 3.409139 -1.974863 0.00 0.00 0.00 -0.0001
H -5.817957 2.991097 -3.889627 0.00 0.00 0.00 0.0000
H -3.676492 1.794863 -3.488011 0.00 0.00 0.00 0.0000
H -0.337674 -0.582600 -3.601212 0.01 0.00 0.01 -0.0002
H 1.974901 -1.658007 -3.892111 0.00 0.00 0.00 -0.0001
H 3.513818 -3.440110 -3.129324 0.00 0.00 0.00 0.0004
H 3.235829 -4.380063 -0.843337 0.00 0.00 0.00 0.0000
H 1.469223 -3.523059 0.652823 0.00 0.01 0.00 0.0001